Below is an isolated ion of composition C17H27ClNO2 and charge +1, with properties calculated with the ωB97M-V functional and the def2-TZVPD basis.

Geometry as XYZ:
```
48
Properties=species:S:1:pos:R:3:forces:R:3:nbo_charge:R:1
C 2.4571 1.8997 2.3194 0.09 -0.09 0.21 -0.40
C 1.4513 2.4805 1.6942 -0.04 0.10 -0.17 -0.16
C 1.4825 2.8974 0.2501 0.05 -0.05 0.07 -0.47
C 0.6140 1.9658 -0.5484 0.15 -0.13 -0.14 -0.02
C -0.7088 2.2713 -0.8141 0.00 -0.14 -0.18 -0.22
C -1.5167 1.3887 -1.5210 0.07 -0.11 0.00 -0.05
Cl -3.1724 1.7932 -1.8394 0.04 -0.01 0.01 0.03
C -1.0044 0.1796 -1.9559 -0.10 0.28 0.01 -0.24
C 0.3183 -0.1506 -1.6810 0.29 0.07 -0.23 -0.34
C 1.1418 0.7390 -0.9962 -0.29 0.14 0.08 0.31
O 2.4529 0.5275 -0.7075 -0.29 0.24 0.11 -0.50
C 3.1539 -0.5721 -1.2440 0.17 -0.65 0.20 -0.09
C 3.0603 -1.8059 -0.3446 0.15 0.36 -0.20 -0.09
O 1.7985 -2.4360 -0.5305 -0.10 0.08 -0.13 -0.56
C 1.3790 -3.2674 0.5188 -0.15 0.10 0.19 -0.08
C 0.4922 -2.4912 1.5031 0.72 -0.36 -0.07 -0.26
N -0.7019 -1.9833 0.7870 0.00 0.00 -0.35 -0.56
C -1.7854 -1.3007 1.6105 -0.42 0.20 0.27 0.15
C -1.2585 0.0470 2.0762 0.06 -0.16 -0.07 -0.64
C -2.9782 -1.1295 0.6774 0.12 0.02 0.01 -0.64
C -2.1636 -2.1939 2.7859 0.13 0.08 -0.09 -0.64
H 2.3966 1.6155 3.3569 -0.07 -0.03 0.20 0.20
H 3.3946 1.7110 1.8240 0.19 -0.01 -0.16 0.20
H 0.5175 2.6706 2.2079 -0.10 0.01 0.16 0.20
H 2.5047 2.8500 -0.1232 -0.02 0.13 0.00 0.24
H 1.1079 3.9173 0.1584 0.04 0.02 -0.08 0.23
H -1.1141 3.2148 -0.4842 -0.06 0.14 0.05 0.24
H -1.6200 -0.4972 -2.5274 -0.09 -0.07 -0.07 0.24
H 0.7099 -1.0818 -2.0588 0.01 -0.03 -0.01 0.25
H 4.1982 -0.2521 -1.2804 -0.11 -0.09 -0.05 0.22
H 2.8216 -0.8136 -2.2572 0.05 0.05 0.01 0.20
H 3.8620 -2.5085 -0.6005 -0.04 0.04 0.03 0.20
H 3.1829 -1.4879 0.6974 0.03 0.00 -0.03 0.18
H 2.2282 -3.7039 1.0541 -0.10 -0.01 0.03 0.21
H 0.8071 -4.0839 0.0642 0.05 -0.02 0.10 0.20
H 1.0399 -1.6401 1.9104 -0.12 0.00 0.00 0.23
H 0.1859 -3.1514 2.3130 -0.09 0.10 -0.03 0.23
H -0.3756 -1.3270 0.0411 -0.20 -0.24 0.25 0.49
H -1.1400 -2.7745 0.3002 0.06 0.18 0.04 0.42
H -0.4138 -0.0592 2.7513 0.13 0.01 0.07 0.22
H -2.0427 0.5711 2.6142 -0.12 0.02 0.05 0.25
H -0.9632 0.6642 1.2312 0.05 0.07 -0.09 0.23
H -2.7218 -0.5295 -0.1906 0.00 0.02 -0.07 0.24
H -3.7807 -0.6179 1.1999 -0.05 0.04 0.10 0.25
H -3.3641 -2.0921 0.3482 -0.06 -0.16 -0.06 0.22
H -3.0669 -1.8045 3.2464 -0.08 0.06 0.00 0.25
H -1.3947 -2.2110 3.5530 0.08 -0.04 0.08 0.22
H -2.3752 -3.2109 2.4631 -0.04 -0.17 -0.02 0.22
```
Positions in Å, forces in eV/Å.

The value obtained for the relative energy (zero: lowest compared OMol25 entry of this formula, charge and spin) is 1.3 kJ/mol. The gap between HOMO and LUMO comes out at 9.016 eV. The structure (SMILES) is C=CCc1cc(Cl)ccc1OCCOCC[NH2+]C(C)(C)C. As for the total charge: +1.